Record 1
{"formula": "C5H8N2O2", "method": "the ωB97M-V functional and the def2-TZVPD basis", "relative_energy_kcal_mol": 78.0, "spin_multiplicity": 1, "largest_force_ev_per_a": 3.33, "elements": ["C", "C", "C", "C", "C", "N", "N", "O", "O", "H", "H", "H", "H", "H", "H", "H", "H"], "xyz": [[-0.289, 1.318, -1.671], [-1.003, -2.407, 0.574], [-0.462, 1.222, 0.626], [0.266, -0.004, 0.026], [1.301, -0.768, 0.767], [-0.972, 1.870, -0.590], [0.420, 0.271, -1.303], [-1.086, -2.121, 1.688], [-1.063, -2.665, -0.533], [-0.350, 1.771, -2.670], [-1.227, 1.038, 1.395], [0.309, 1.826, 1.087], [2.389, -0.310, 0.776], [1.489, -1.747, 0.450], [1.062, -0.986, 1.879], [-1.991, 1.800, -0.704], [1.207, -0.110, -1.798]]}

***

Record 2
{"formula": "C6H5NO2", "method": "the ωB97M-V functional and the def2-TZVPD basis", "relative_energy_kcal_mol": 245.4, "spin_multiplicity": 1, "largest_force_ev_per_a": 5.09, "elements": ["C", "C", "C", "C", "C", "C", "N", "O", "O", "H", "H", "H", "H", "H"], "xyz": [[0.569, -1.087, 0.011], [0.342, -0.274, 1.138], [-0.102, -0.414, -1.130], [0.068, 0.942, 0.526], [-1.362, 0.339, -0.818], [1.057, 0.481, -0.516], [-2.408, 0.038, 0.026], [-2.513, -1.137, 0.375], [-3.105, 0.958, 0.471], [0.918, -2.144, 0.015], [0.819, -0.448, 2.183], [0.117, -0.826, -2.047], [-0.215, 1.902, 1.041], [-1.460, 1.348, -1.150]]}

***

Record 3
{"formula": "C4H12N2O", "method": "the ωB97M-V functional and the def2-TZVPD basis", "relative_energy_kcal_mol": 168.3, "spin_multiplicity": 1, "largest_force_ev_per_a": 0.93, "elements": ["C", "C", "C", "N", "H", "H", "H", "H", "H", "H", "H", "H", "H", "C", "N", "O", "H", "H", "H"], "xyz": [[-0.025, 0.035, -1.598], [-0.717, 1.468, 0.898], [1.765, 1.271, -0.669], [0.346, 0.995, -0.843], [1.943, 2.339, -0.807], [2.052, 0.982, 0.341], [0.687, -0.567, -2.169], [-1.084, -0.166, -1.729], [0.612, -1.656, -0.204], [-1.225, 2.164, 0.246], [-1.369, 0.811, 1.450], [0.076, 1.894, 1.493], [2.379, 0.711, -1.384], [-1.238, -1.981, 0.718], [0.158, -1.571, 0.713], [0.426, -0.449, 1.350], [-1.339, -2.921, 0.172], [-1.901, -1.229, 0.268], [-1.547, -2.129, 1.754]]}

***

Record 4
{"formula": "C13H25N3", "method": "the ωB97M-V functional and the def2-TZVPD basis", "relative_energy_kcal_mol": 17.4, "smiles": "CC1(C)C[C@H](N)C[C@](C)(CNCCC#N)C1", "spin_multiplicity": 1, "largest_force_ev_per_a": 2.04, "elements": ["C", "C", "C", "C", "C", "N", "C", "C", "C", "C", "N", "C", "C", "C", "N", "C", "H", "H", "H", "H", "H", "H", "H", "H", "H", "H", "H", "H", "H", "H", "H", "H", "H", "H", "H", "H", "H", "H", "H", "H", "H"], "xyz": [[-0.398, 2.275, -2.257], [-0.307, 1.720, -0.823], [0.607, 2.707, -0.083], [-1.688, 1.679, -0.137], [-1.919, 0.392, 0.705], [-0.989, 0.229, 1.836], [-1.779, -0.838, -0.179], [-0.441, -0.925, -0.975], [-0.761, -1.127, -2.468], [0.354, -2.203, -0.572], [0.593, -2.126, 0.851], [1.966, -2.182, 1.360], [2.003, -1.676, 2.807], [2.226, -0.216, 2.795], [2.507, 0.911, 2.899], [0.445, 0.358, -0.823], [-1.185, 1.825, -2.840], [0.544, 2.111, -2.786], [-0.613, 3.331, -2.230], [1.619, 2.751, -0.518], [0.180, 3.711, -0.059], [0.669, 2.440, 0.971], [-1.858, 2.595, 0.478], [-2.497, 1.795, -0.870], [-2.922, 0.444, 1.141], [-1.401, 0.600, 2.698], [-0.079, 0.671, 1.621], [-2.638, -0.850, -0.861], [-1.914, -1.741, 0.409], [-1.338, -2.040, -2.624], [-1.386, -0.376, -2.876], [0.159, -1.159, -3.071], [-0.208, -3.120, -0.778], [1.278, -2.309, -1.146], [0.026, -1.392, 1.284], [2.312, -3.234, 1.316], [2.681, -1.646, 0.709], [2.852, -2.088, 3.338], [1.053, -1.939, 3.311], [1.073, 0.327, 0.105], [1.176, 0.317, -1.656]]}

***

Record 5
{"formula": "C4H5NO", "method": "the ωB97M-V functional and the def2-TZVPD basis", "relative_energy_kcal_mol": 100.2, "spin_multiplicity": 1, "largest_force_ev_per_a": 1.19, "elements": ["C", "C", "C", "O", "C", "N", "H", "H", "H", "H", "H"], "xyz": [[1.373, -0.338, 0.526], [0.420, 0.064, -0.478], [-0.845, 0.636, 0.036], [-1.000, 0.814, 1.290], [-1.760, -0.399, -0.654], [-2.500, -1.178, -1.087], [0.779, -0.816, 1.329], [1.674, 0.591, 1.047], [2.239, -0.905, 0.189], [0.594, -0.006, -1.552], [-0.975, 1.535, -0.646]]}

***

Record 6
{"formula": "C13H19EuN", "method": "the ωB97M-V functional and the def2-TZVPD basis", "relative_energy_kcal_mol": 158.1, "charge": -1, "spin_multiplicity": 7, "largest_force_ev_per_a": 5.41, "elements": ["C", "C", "C", "C", "C", "Eu", "N", "C", "C", "H", "H", "H", "H", "H", "H", "H", "H", "H", "H", "C", "C", "C", "C", "C", "C", "H", "H", "H", "H", "H", "H", "H", "H", "H"], "xyz": [[-0.455, 1.277, -4.078], [0.951, 1.296, -3.778], [1.157, 2.202, -2.690], [-0.113, 2.719, -2.301], [-1.112, 2.145, -3.140], [-0.646, -0.820, -1.939], [-3.828, -0.537, -2.580], [0.686, -2.507, -1.707], [1.687, -2.011, -2.555], [2.120, 2.441, -2.249], [1.730, 0.730, -4.312], [-0.284, 3.434, -1.514], [-2.165, 2.400, -3.163], [-0.919, 0.763, -4.933], [1.517, -1.756, -3.613], [0.757, -2.311, -0.593], [-3.689, -1.555, -2.319], [2.756, -2.166, -2.374], [0.030, -3.365, -2.033], [0.689, 1.126, 3.549], [0.003, -0.218, 3.248], [0.777, -1.333, 3.955], [-1.439, -0.128, 3.756], [-0.052, -0.466, 1.807], [-0.240, -0.624, 0.590], [0.642, 1.313, 4.630], [0.170, 1.946, 3.039], [1.743, 1.112, 3.248], [0.765, -1.169, 5.037], [0.331, -2.308, 3.744], [1.819, -1.337, 3.620], [-1.963, 0.691, 3.247], [-1.978, -1.062, 3.571], [-1.447, 0.077, 4.830]]}

***

Record 7
{"formula": "C10H17N3O4", "method": "the ωB97M-V functional and the def2-TZVPD basis", "relative_energy_kcal_mol": 79.3, "smiles": "NC(=O)CC[C@H](N)C(=O)N1CCC[C@H]1C(=O)O", "spin_multiplicity": 1, "largest_force_ev_per_a": 4.65, "elements": ["N", "C", "O", "C", "C", "C", "N", "C", "O", "N", "C", "C", "C", "C", "C", "O", "O", "H", "H", "H", "H", "H", "H", "H", "H", "H", "H", "H", "H", "H", "H", "H", "H", "H"], "xyz": [[2.452, -2.279, 2.432], [3.176, -1.929, 1.293], [4.307, -2.334, 1.033], [2.477, -1.140, 0.231], [2.053, 0.448, 0.412], [0.695, 0.686, 1.218], [0.836, 0.293, 2.689], [-0.474, -0.111, 0.762], [-1.086, -0.751, 1.575], [-0.986, -0.128, -0.510], [-1.933, -1.059, -1.018], [-2.090, -0.777, -2.578], [-1.800, 0.709, -2.700], [-1.066, 1.049, -1.433], [-1.779, 2.330, -0.698], [-1.132, 3.257, -0.271], [-3.149, 2.229, -0.431], [1.918, -1.343, 2.679], [2.929, -2.807, 3.210], [3.232, -1.211, -0.575], [1.426, -1.577, 0.138], [2.719, 0.742, 1.245], [1.905, 1.015, -0.479], [0.514, 1.736, 1.107], [-0.004, 0.807, 3.100], [1.557, 0.902, 3.143], [-1.769, -2.161, -0.954], [-2.893, -0.894, -0.481], [-1.319, -1.355, -3.073], [-3.017, -1.223, -3.076], [-1.213, 1.072, -3.543], [-2.831, 1.249, -2.745], [-0.092, 1.410, -1.524], [-3.564, 3.147, -0.179]]}

***

Record 8
{"formula": "C17H19NO7S", "method": "the ωB97M-V functional and the def2-TZVPD basis", "relative_energy_kcal_mol": 16.6, "smiles": "COC(=O)COc1ccc(S(=O)(=O)Nc2cc(OC)ccc2OC)cc1", "spin_multiplicity": 1, "largest_force_ev_per_a": 0.90, "elements": ["C", "O", "C", "O", "C", "O", "C", "C", "C", "C", "S", "O", "O", "N", "C", "C", "C", "O", "C", "C", "C", "C", "O", "C", "C", "C", "H", "H", "H", "H", "H", "H", "H", "H", "H", "H", "H", "H", "H", "H", "H", "H", "H", "H", "H"], "xyz": [[6.473, -0.250, -0.662], [5.120, -0.320, -0.227], [4.817, 0.382, 0.853], [5.588, 1.075, 1.461], [3.347, 0.244, 1.238], [2.797, -0.896, 0.627], [1.474, -1.155, 0.790], [0.593, -0.369, 1.529], [-0.747, -0.717, 1.589], [-1.198, -1.840, 0.929], [-2.957, -2.125, 0.795], [-3.638, -1.420, 1.837], [-3.237, -3.514, 0.599], [-3.288, -1.356, -0.673], [-2.741, -0.064, -0.753], [-3.283, 0.939, 0.032], [-2.716, 2.209, 0.029], [-3.156, 3.251, 0.784], [-4.265, 3.039, 1.629], [-1.616, 2.457, -0.787], [-1.078, 1.457, -1.577], [-1.624, 0.182, -1.563], [-1.152, -0.900, -2.266], [0.013, -0.730, -3.036], [-0.331, -2.638, 0.204], [1.005, -2.303, 0.142], [6.743, 0.781, -0.896], [6.538, -0.876, -1.548], [7.141, -0.619, 0.119], [2.837, 1.162, 0.907], [3.287, 0.191, 2.333], [0.928, 0.513, 2.048], [-1.451, -0.122, 2.147], [-2.982, -1.948, -1.434], [-4.122, 0.678, 0.653], [-4.421, 3.982, 2.149], [-4.071, 2.246, 2.357], [-5.162, 2.788, 1.054], [-1.185, 3.445, -0.789], [-0.219, 1.681, -2.189], [0.214, -1.702, -3.483], [0.864, -0.437, -2.411], [-0.133, 0.010, -3.829], [-0.717, -3.511, -0.297], [1.711, -2.899, -0.414]]}